51
Properties=species:S:1:pos:R:3:mulliken_charge:R:1 method="wB97M-V/def2-TZVPD" energy_ha=-1860.577395 gap_ha=0.2751
S -0.006 0.267 -0.064 0.88
O 2.136 3.148 -1.401 -0.66
O 2.057 -0.147 3.280 -0.80
O -1.643 3.422 0.838 -0.70
O 2.948 1.579 0.956 -0.58
O -3.677 -0.369 -0.610 -0.39
O -1.128 -0.157 -0.957 -0.66
O 0.122 1.755 3.379 -0.80
O -2.488 0.390 2.500 -0.71
O -2.382 -2.331 -1.952 -0.19
O 0.912 1.093 -0.777 -1.16
O 0.136 1.189 -3.139 -0.63
O 3.146 0.192 -1.731 -0.71
O 0.767 -0.904 0.352 -0.01
O -2.853 0.208 -3.101 -0.14
O 0.802 -3.046 -1.013 -0.75
O -0.586 1.012 1.036 -0.70
O 3.393 -1.501 0.775 -0.67
O -2.157 -2.369 0.923 -0.63
O 0.927 -2.589 2.234 -0.71
Be -2.314 -0.627 -1.719 -0.08
H 2.288 1.695 0.244 0.25
H 1.681 2.266 -1.385 0.61
H 0.728 -2.020 1.410 0.35
H -0.474 1.878 -3.141 0.26
H 2.282 0.444 -1.379 0.57
H -4.179 -0.866 0.114 0.34
H 3.121 0.491 -2.632 0.29
H -1.029 4.008 0.519 0.29
H 2.407 0.179 2.401 0.36
H -2.425 0.172 -3.954 0.36
H 0.551 1.258 -2.318 0.42
H -3.769 0.493 -0.130 0.35
H -2.413 0.992 3.158 0.33
H 3.754 -1.513 -0.078 0.32
H 1.649 -0.986 3.033 0.46
H -1.622 -3.214 0.905 0.37
H -3.100 -2.895 -1.679 0.30
H 3.771 1.467 0.552 0.31
H -1.606 -1.689 1.298 0.12
H 2.514 -1.107 0.667 0.04
H 2.619 3.223 -2.206 0.29
H 0.749 -2.288 -0.469 0.39
H -1.720 0.608 1.950 0.54
H -0.180 1.606 2.482 0.47
H -1.265 2.514 0.943 0.43
H 0.763 1.010 3.411 0.59
H 1.689 -3.435 -0.764 0.32
H -3.288 1.092 -2.974 0.38
H 0.049 -2.744 2.558 0.31
H -1.668 -2.862 -2.339 0.35